Arrangement w

10
Properties=species:S:1:pos:R:3 method="wB97M-V/def2-TZVPD" homo_ha=-0.368 homo_lumo_gap_ha=0.4050
C 1.926 -0.054 -0.168
O 0.640 0.234 0.366
H 2.670 -0.101 0.627
H 2.218 0.759 -0.833
H 1.934 -0.967 -0.765
H 0.324 -0.586 0.756
O -1.964 -0.877 -0.233
C -2.427 0.206 0.004
H -1.913 1.140 -0.260
H -3.409 0.245 0.506

Arrangement x

10
Properties=species:S:1:pos:R:3 method="wB97M-V/def2-TZVPD" homo_ha=-0.377 homo_lumo_gap_ha=0.4061
C -1.128 0.723 0.132
C 0.979 -0.412 0.216
H -1.239 0.188 1.303
H -1.529 1.770 0.072
H -1.520 0.301 -0.763
H 0.366 -1.261 0.795
H 2.086 -0.106 0.753
H 0.364 -1.091 -1.608
O 0.355 0.841 0.124
O 1.267 -0.952 -1.024

It turns out arrangement w is the most stable, with the second structure 0.0418 hartree higher.